Entry 1:
This record from the Open Molecules 2025 dataset describes C36H25N5O2OsSSbSe as an isolated structure in a non-equilibrium geometry. The level of theory is wB97M-V/def2-TZVPD.

Structure (XYZ):
```
72
Properties=species:S:1:pos:R:3:forces:R:3
Os -0.920519 -0.933523 -0.202003 0.4993 1.7599 0.9164
Sb 1.304661 2.724972 0.610832 0.0658 0.3311 -0.1139
Se -5.129479 -5.780360 -4.439615 -0.0036 -0.0113 -0.0077
S 0.435486 0.734249 -0.666729 0.2844 -0.3162 0.0001
O 0.042449 -1.267128 3.653917 -0.1554 0.0971 -0.0786
O -1.012308 -0.689326 1.762880 -0.4709 -0.1292 -1.3460
N -5.168223 -5.314143 -2.732100 0.0438 0.0316 -0.0354
N -2.594712 -2.203421 -0.084704 -0.1158 -0.6017 0.1410
N 0.356255 -2.384171 0.345054 -0.2019 -0.4067 -0.2371
N -1.212430 -1.524460 -2.241295 -0.2814 -0.2683 0.5078
N -3.798811 -4.681461 -4.833580 -0.0060 0.0105 0.0395
C 0.089881 1.878377 3.259872 -0.2147 0.0290 0.0796
C -2.923272 -2.847194 -1.233481 0.0053 -0.0035 0.1819
C -1.689088 -2.619584 -4.755059 -0.0449 -0.0662 0.0407
C 5.862479 2.581985 -0.974722 0.0041 0.0080 -0.0095
C 2.497981 2.238350 3.300097 0.2084 -0.0658 -0.0254
C -3.476018 -4.060830 -3.725485 -0.0120 -0.0228 -0.0535
C -0.133590 -1.405095 2.483668 0.4165 -0.6698 0.3077
C -4.683053 -4.022904 -0.114699 0.0039 -0.0092 0.0029
C 1.420186 -3.391504 2.215774 0.0603 -0.0293 0.0787
C -0.657445 6.209990 -1.066189 -0.0145 -0.0014 0.0173
C 0.306712 5.276679 -0.716373 0.0487 0.0218 0.0037
C -3.957934 -3.772530 -1.285568 -0.0751 0.0224 0.1020
C -2.356268 4.892653 0.031112 0.0159 -0.0222 0.0145
C 0.114006 1.633322 4.621360 0.0023 0.0572 -0.0402
C -4.358567 -3.340309 1.039877 -0.0693 -0.0478 -0.0790
C 4.015578 1.604433 0.209356 0.0157 -0.0082 0.0533
C 2.502673 1.988811 4.663411 0.0094 0.0771 -0.0687
C 3.240579 2.716419 -0.129804 -0.0001 0.0269 0.0687
C 1.285487 2.178742 2.610506 -0.1269 -0.0810 -0.1475
C -3.305407 -2.437094 1.027660 0.1345 0.0639 -0.2555
C -0.534595 -1.099800 -3.312380 0.1318 0.0741 -0.0564
C 1.764141 -4.253705 0.004710 0.0768 -0.0456 0.0812
C -1.981617 6.014859 -0.699389 0.0064 0.0096 -0.0162
C 5.330141 1.543098 -0.219361 -0.0165 0.0050 0.0124
C 3.764621 3.754806 -0.897071 -0.0128 0.0492 -0.0324
C 5.084258 3.680089 -1.315053 0.0007 -0.0036 0.0084
C -0.749036 -1.627626 -4.579732 0.0093 0.0280 0.0712
C -0.078982 4.152028 0.009361 -0.0082 -0.0055 0.0704
C -1.406199 3.953013 0.391259 -0.0224 0.0172 0.0499
C -4.233939 -4.411510 -2.563012 -0.0446 -0.0297 0.0280
C 0.592501 -2.438148 1.671707 -0.0516 0.0948 -0.3073
C -2.426924 -3.055411 -3.649414 0.0646 0.0679 -0.0634
C 1.315088 1.689707 5.318207 -0.0439 -0.0286 0.0178
C 0.929289 -3.270295 -0.486518 -0.0638 0.2194 0.2318
C -2.161065 -2.481420 -2.409869 -0.0692 -0.0348 -0.0336
C 2.012689 -4.320667 1.369306 0.0007 -0.0211 -0.0256
H 0.191441 -0.316900 -3.145242 0.0171 -0.0585 -0.0422
H -0.851232 1.830769 2.726512 0.0465 0.0035 0.0148
H 1.576226 -3.390475 3.286471 0.0095 -0.0229 -0.0076
H 3.608413 0.799092 0.811241 0.0014 -0.0046 -0.0240
H -3.014656 -1.880307 1.907458 -0.0169 -0.0451 0.0193
H 2.211059 -4.957879 -0.682916 0.0064 -0.0031 0.0102
H 1.323711 1.502946 6.383731 0.0048 -0.0124 -0.0009
H 6.894423 2.536909 -1.296036 -0.0042 -0.0065 -0.0130
H 2.658903 -5.091072 1.768829 0.0000 0.0142 0.0015
H -2.728268 6.745521 -0.979921 0.0027 0.0082 0.0127
H -0.803410 1.394701 5.139641 -0.0189 0.0019 0.0071
H -3.387240 4.757112 0.328112 -0.0007 -0.0034 -0.0047
H 5.505078 4.483877 -1.903318 -0.0012 0.0049 0.0050
H -1.705652 3.087691 0.971149 0.0020 -0.0043 -0.0345
H -0.173900 -1.246918 -5.411749 0.0061 0.0106 0.0120
H -0.370429 7.093476 -1.619630 0.0057 -0.0061 -0.0083
H 5.944518 0.692579 0.042587 -0.0038 -0.0013 0.0035
H -1.875497 -3.061807 -5.725514 -0.0159 0.0149 -0.0028
H 3.431414 2.041289 5.215063 0.0015 0.0213 -0.0117
H -4.908284 -3.495872 1.957185 0.0008 -0.0084 -0.0013
H 0.711907 -3.166082 -1.539351 -0.0134 -0.0248 0.0039
H -5.491640 -4.742782 -0.138455 0.0029 0.0127 0.0014
H 1.334904 5.454382 -0.994821 -0.0124 -0.0152 -0.0265
H 3.423020 2.496753 2.799103 -0.0062 -0.0380 -0.0032
H 3.177529 4.620030 -1.166851 0.0030 -0.0100 -0.0047
```
Positions in Å, forces in eV/Å.

Output
- LUMO (alpha / beta): -11.53 / -11.53 eV
- Total charge: +3
- Multiplicity: 1
- DFT total energy: -4940.719794 Ha
- Frontier orbital gap (alpha / beta): 4.6 / 4.6 eV
- Energy above the lowest of the compared OMol25 structures with the same formula, charge and spin: 1.4199 eV

=====

Entry 2:
This record from the Open Molecules 2025 dataset describes C36H26Br2F3FeN3O5SSb as an isolated structure in a non-equilibrium geometry. The level of theory is wB97M-V/def2-TZVPD.

Structure (XYZ):
```
78
Properties=species:S:1:pos:R:3:forces:R:3
Sb -1.361167 0.998797 -2.327624 -0.9267 0.3227 -0.3838
Br 0.545649 6.759511 2.060160 -0.0855 0.0321 -0.0038
Br 0.774644 -4.692969 6.788238 0.0240 -0.0216 0.0583
Fe 0.208880 -0.013274 0.785523 0.3248 -0.9872 0.6479
S 2.798975 -0.432968 1.272077 -0.2024 0.0371 -0.1240
F -3.440517 1.281891 -8.341382 -0.0242 0.0127 -0.0565
F -2.681101 7.120852 -1.728409 -0.0015 0.0280 0.0105
F -6.231923 -2.278924 -0.126266 -0.0728 -0.0528 0.0388
O -0.162921 -1.111570 2.709034 0.1552 0.9599 -0.4173
O -2.474770 2.881008 1.642971 0.0931 -0.0222 -0.1540
O -1.514836 1.271557 0.421564 0.6511 -0.4597 -0.0711
O 1.195692 -0.335364 -1.183447 -0.3113 0.1979 0.2378
O -0.214339 -2.266510 0.818472 -0.0472 0.9390 -0.6542
N -0.003000 -5.886202 2.886102 -0.0959 0.1501 -0.4168
N 2.346520 -0.964419 -1.296995 0.1237 -0.0917 0.0821
N 0.825931 2.151636 1.503823 -0.2298 0.2307 -0.3004
C 0.694342 4.345294 0.556953 -0.0454 0.2506 0.1191
C -3.908690 -2.003827 -0.432553 -0.0542 -0.0777 0.0139
C 0.277476 -3.434716 4.273346 -0.0144 -0.0876 0.2830
C -1.972675 3.078250 -2.157395 0.1880 -0.3006 0.0668
C 0.799793 2.973304 0.452639 0.0654 -0.1454 0.0416
C -1.417343 1.739342 -5.380096 -0.0111 -0.0295 0.0136
C -2.970005 0.605815 2.196253 0.2153 0.1395 -0.1674
C -3.248192 4.893086 -1.194133 -0.0723 0.0274 0.0323
C -1.844125 1.837808 -6.698579 0.0314 0.0620 -0.0024
C -5.198001 -1.544898 -0.604452 0.1316 0.0848 -0.0727
C 0.730707 2.689732 2.714995 0.0082 -0.4509 -0.0313
C -2.446808 5.789369 -1.866810 0.0160 -0.0742 -0.0014
C 0.613914 4.880656 1.830377 0.1300 -0.2831 0.0599
C 4.453714 -1.692080 -0.493429 0.1680 -0.1847 -0.3866
C -2.866409 -1.239189 -0.936840 0.1043 0.0553 -0.0499
C -3.739390 0.448302 -6.154621 0.0046 0.0285 0.0047
C -3.007865 1.191592 -7.055122 -0.0186 -0.0396 0.0431
C -0.137427 -2.235191 2.097455 -0.0219 -1.1696 0.6449
C 0.402543 -4.643629 4.903319 -0.0735 0.1682 -0.3587
C 3.830471 -2.111128 -2.757828 0.0816 -0.0503 -0.0821
C -3.108816 -0.039562 -1.607254 0.2075 0.0937 -0.0610
C 3.218871 -1.060563 -0.243374 -0.1766 0.2236 0.4404
C -3.009575 3.534515 -1.354295 0.0427 0.0598 -0.0145
C -3.287697 0.368270 -4.840742 0.0187 -0.0109 -0.0353
C -2.273584 1.696268 1.382974 -0.2504 -0.1853 0.3628
C -0.125967 -4.734073 2.258851 0.0880 -0.4771 0.1966
C -2.134863 1.026749 -4.419797 0.2493 -0.1349 0.2553
C -1.402442 5.381095 -2.670534 0.0376 0.0829 -0.0458
C 0.270313 -5.856896 4.231123 0.0697 -0.2027 0.3890
C -1.165504 4.018175 -2.794516 -0.0747 -0.0074 0.0334
C -0.003520 -3.468662 2.861569 -0.0899 0.8824 -0.4174
C -5.479254 -0.356926 -1.248509 -0.0906 0.0035 0.0022
C 4.770978 -2.203183 -1.727430 -0.0712 0.1104 0.2830
C 2.634916 -1.497337 -2.501057 0.0541 -0.0546 -0.1685
C 0.628213 4.050758 2.937227 0.0266 0.3615 -0.1090
C -4.422568 0.393901 -1.750673 0.0159 0.0182 0.0088
H -2.343786 -0.284864 2.245389 -0.0843 -0.0194 0.0579
H 0.555483 4.452911 3.936781 -0.0041 -0.0492 0.0192
H -1.848060 -1.578672 -0.767390 -0.0331 -0.0761 0.0627
H -4.639627 1.327468 -2.258226 -0.0025 -0.0265 -0.0349
H -3.853140 -0.224593 -4.134315 -0.0433 -0.0024 -0.0119
H 0.647769 4.975020 -0.319767 0.0268 -0.0467 -0.0382
H -3.908479 0.361469 1.691472 -0.0044 -0.0424 -0.0194
H -3.630981 2.833220 -0.819542 0.0154 -0.0227 0.1298
H -0.324214 3.691629 -3.397607 0.0073 0.0413 0.0025
H 0.866522 2.497963 -0.520054 -0.0113 0.0280 -0.0161
H -0.789464 6.116807 -3.176557 -0.0002 -0.0002 0.0290
H 4.031252 -2.517593 -3.738667 -0.0914 0.0159 -0.0219
H -4.647487 -0.047262 -6.473697 0.0216 -0.0232 -0.0194
H -1.295643 2.408892 -7.436955 0.0089 -0.0280 -0.0086
H -3.720757 -2.931517 0.092447 0.0190 0.0294 0.0270
H -6.508395 -0.037427 -1.355166 0.0124 0.0180 0.0165
H 1.849506 -1.388620 -3.233396 -0.0415 0.0520 0.0560
H 0.733923 1.983962 3.538059 -0.0315 0.0236 0.0317
H 0.389035 -2.486002 4.776146 -0.0038 -0.0340 0.0444
H 0.374315 -6.806815 4.742095 -0.0095 0.0719 0.0015
H 5.729430 -2.677742 -1.895002 -0.0020 -0.0229 0.0077
H -0.346551 -4.789417 1.196462 0.0339 0.0797 -0.0024
H -4.024816 5.248191 -0.529692 -0.0087 0.0233 -0.0321
H 5.135993 -1.757341 0.340973 0.0045 -0.0005 0.0079
H -3.191016 0.965978 3.199206 -0.0388 0.0289 -0.0149
H -0.493932 2.234898 -5.099101 -0.0035 0.0212 -0.0576
```
Positions in Å, forces in eV/Å.

Output
- LUMO (alpha / beta): 3.55 / 3.55 eV
- Total charge: -2
- Multiplicity: 6
- DFT total energy: -9277.762036 Ha
- Frontier orbital gap (alpha / beta): 2.4 / 6.3 eV
- Expectation value of S²: 8.77
- Energy above the lowest of the compared OMol25 structures with the same formula, charge and spin: 1.1845 eV